[1]
Formula: C23H29F6I2N2NiO5P
Source: the Open Molecules 2025 dataset
Level of theory: wB97M-V/def2-TZVPD

The calculation puts the calculated total energy at -4423.90487 hartree. For the highest occupied orbital energy (alpha / beta), the calculation gives -0.2777 / -0.2787 Eh. The orbital gap (alpha / beta) is 7.891 / 7.655 eV. Its expectation value of S² is 2.01. Its spin multiplicity is 3. The energy above the lowest of the compared OMol25 structures with the same formula, charge and spin comes out at 29.2 kcal/mol.

```
69
Properties=species:S:1:pos:R:3:mulliken_charge:R:1
Ni 0.117 -0.092 0.512 0.355
I -5.667 4.403 -2.166 0.041
C -4.293 2.947 -1.565 -0.460
C -4.519 1.614 -1.869 -0.444
C -3.594 0.673 -1.458 -0.462
I -3.917 -1.341 -1.925 -0.001
C -2.421 1.001 -0.729 -0.142
O -1.589 0.069 -0.344 -0.224
C -2.220 2.374 -0.464 0.636
C -1.006 2.855 0.295 -0.808
N 0.199 2.099 -0.027 -0.001
C 1.395 2.619 0.613 -1.070
C 2.539 1.673 0.385 0.789
C 3.848 2.038 0.656 -1.096
C 4.861 1.130 0.411 -0.321
C 4.540 -0.116 -0.111 -1.133
C 3.211 -0.407 -0.337 -0.395
N 2.226 0.468 -0.090 0.469
C -3.154 3.319 -0.880 -0.648
H -5.399 1.313 -2.420 0.380
H -1.159 2.762 1.374 0.211
H -0.867 3.919 0.079 0.307
H 0.338 2.068 -1.031 0.286
H 1.210 2.668 1.685 0.146
H 1.664 3.622 0.261 0.725
H 4.060 3.019 1.063 0.463
H 5.892 1.394 0.616 0.422
H 5.305 -0.848 -0.336 0.457
H 2.900 -1.363 -0.738 0.741
H -2.978 4.367 -0.661 0.398
C -0.752 1.403 4.023 -1.946
C 0.140 0.253 3.546 1.191
O 0.620 0.454 2.281 0.565
C 1.379 0.186 4.464 0.454
F 2.248 -0.771 4.106 -0.186
F 1.047 -0.028 5.754 -0.307
F 2.041 1.361 4.408 -0.272
C -0.675 -1.073 3.713 0.117
F -1.467 -1.260 2.645 -0.251
F -1.486 -1.040 4.789 -0.341
F 0.092 -2.176 3.832 -0.284
H -0.209 2.337 3.881 0.419
H -1.039 1.308 5.069 0.412
H -1.655 1.417 3.408 0.392
C -1.864 -5.194 1.438 -0.922
C -1.738 -4.796 -0.016 -0.167
O -0.437 -4.214 -0.288 -0.484
P -0.271 -2.618 -0.069 0.648
O 0.678 -2.238 -1.343 -0.114
C 0.300 -2.560 -2.695 -0.252
C 0.984 -3.824 -3.164 -1.182
O 0.869 -2.474 1.073 0.021
C 2.074 -3.268 1.222 -0.214
C 1.839 -4.404 2.193 -1.158
H -2.854 -5.620 1.616 0.425
H -1.741 -4.323 2.089 0.116
H -1.113 -5.939 1.706 0.261
H -2.523 -4.085 -0.285 0.198
H -1.825 -5.659 -0.671 0.320
H 0.603 -1.711 -3.301 0.364
H -0.787 -2.644 -2.768 0.214
H 2.068 -3.728 -3.067 0.279
H 0.747 -4.003 -4.216 0.441
H 0.657 -4.682 -2.576 0.216
H 2.825 -2.585 1.607 0.367
H 2.388 -3.628 0.244 0.207
H 1.327 -4.031 3.083 0.157
H 2.798 -4.828 2.495 0.429
H 1.232 -5.190 1.740 0.243
```

---

[2]
Formula: C23H29GeN11OS2Zr
Source: the Open Molecules 2025 dataset
Level of theory: wB97M-V/def2-TZVPD

The calculation puts the calculated total energy at -4491.76150 hartree. For the highest occupied orbital energy, the calculation gives -0.1959 Eh. The orbital gap is 4.141 eV. The energy above the lowest of the compared OMol25 structures with the same formula, charge and spin comes out at 39.1 kcal/mol.

```
68
Properties=species:S:1:pos:R:3:mulliken_charge:R:1
Zr -0.428 1.120 0.042 -0.110
C -3.339 -1.448 2.343 -2.064
C -2.587 -0.359 1.639 0.038
N -1.202 -0.373 1.481 1.364
N -0.521 -1.390 2.118 -0.674
C 0.776 -1.514 1.994 0.282
N 1.333 -2.657 2.504 -0.556
S 1.699 -0.313 1.227 -0.323
C -3.219 0.723 1.081 1.341
C -4.648 0.846 0.977 -1.519
C -5.200 1.997 0.544 -0.427
C -4.366 3.111 0.180 -1.226
C -3.030 2.944 0.194 -0.307
N -2.414 1.774 0.590 0.573
H -2.772 -1.886 3.169 0.505
H -3.633 -2.261 1.668 0.300
H -4.245 -1.050 2.795 0.552
H -1.057 -2.157 2.504 0.319
H 0.797 -3.505 2.353 0.269
H 2.314 -2.758 2.303 0.260
H -5.269 -0.006 1.214 0.394
H -6.277 2.073 0.455 0.427
H -4.783 4.054 -0.144 0.382
H -2.365 3.736 -0.123 0.541
C 3.374 3.487 -0.063 -1.884
C 2.081 2.850 0.300 0.675
N 1.352 2.206 -0.536 1.529
N 1.759 2.028 -1.855 -1.660
C 0.727 2.127 -2.672 0.625
N 0.974 1.821 -3.967 -0.373
S -0.871 2.630 -2.204 -0.450
C 1.510 2.949 1.655 0.773
C 2.158 3.579 2.701 -0.894
C 1.561 3.607 3.949 -0.459
C 0.320 3.013 4.117 -1.012
C -0.281 2.427 3.023 0.017
N 0.291 2.404 1.818 0.093
H 3.592 3.309 -1.110 0.393
H 3.335 4.564 0.116 0.371
H 4.187 3.077 0.542 0.373
H 1.939 1.765 -4.250 0.261
H 0.299 2.119 -4.650 0.235
H 3.126 4.034 2.535 0.457
H 2.057 4.089 4.781 0.434
H -0.182 3.006 5.075 0.438
H -1.257 1.962 3.083 0.375
O -0.932 -0.207 -1.441 -0.680
N -0.409 -1.472 -1.400 0.688
C -1.350 -2.456 -0.983 0.551
C -0.904 -3.509 -0.173 0.214
N -0.567 -4.336 0.570 -0.904
C -2.740 -2.197 -1.088 -0.029
N -3.880 -2.039 -1.189 -0.629
C 3.735 -2.403 -2.150 -1.194
Ge 1.953 -3.113 -2.419 0.567
C 1.837 -4.922 -1.778 -1.226
C 1.519 -3.048 -4.309 -1.259
C 0.810 -1.634 -1.756 0.042
H 4.449 -2.992 -2.727 0.404
H 4.014 -2.431 -1.096 0.329
H 3.782 -1.363 -2.485 0.352
H 2.859 -5.304 -1.724 0.404
H 1.278 -5.521 -2.498 0.375
H 1.360 -5.018 -0.808 0.385
H 2.064 -3.826 -4.846 0.389
H 1.787 -2.076 -4.729 0.369
H 0.449 -3.205 -4.453 0.411
H 1.269 -0.680 -2.012 -0.220
```

---

[3]
Formula: C23H29IrN6O2
Source: the Open Molecules 2025 dataset
Level of theory: wB97M-V/def2-TZVPD

The calculation puts the calculated total energy at -1476.78771 hartree. For the highest occupied orbital energy (alpha / beta), the calculation gives -0.3620 / -0.3928 Eh. The orbital gap (alpha / beta) is 7.039 / 5.271 eV. Its expectation value of S² is 8.89. Its spin multiplicity is 6. As for the net charge: +1.

```
61
Properties=species:S:1:pos:R:3:mulliken_charge:R:1
Ir -0.318 0.390 0.268 2.050
C -3.686 2.176 -0.988 -1.045
C -2.639 3.089 -0.363 -0.846
C -2.338 2.860 1.110 -1.247
N -1.255 1.926 1.464 -0.297
C -0.913 1.903 2.759 1.119
C -1.641 2.629 3.739 -0.458
C -1.505 2.753 5.110 -0.823
C -0.608 2.162 5.981 -0.617
C 0.422 1.301 5.626 -0.762
C 0.815 0.881 4.378 -0.558
C 0.316 1.152 3.070 0.855
N 0.940 0.693 2.000 0.206
C 2.221 0.009 2.134 -1.101
C 2.860 -0.260 0.784 -1.277
C 2.858 0.947 -0.138 -0.955
N 1.567 1.029 -0.817 -0.301
C 1.457 1.559 -1.995 0.742
C 2.518 2.335 -2.585 -0.606
C 2.659 2.828 -3.859 -0.567
C 1.890 2.576 -4.991 -0.369
C 0.734 1.773 -5.085 -0.521
C -0.020 1.236 -4.092 -0.565
C 0.124 1.340 -2.645 0.619
N -0.845 1.095 -1.838 -0.099
C -2.160 0.677 -2.352 -1.440
C -3.258 0.754 -1.308 -0.239
H -4.030 2.640 -1.918 0.424
H -4.563 2.151 -0.334 0.435
H -3.035 4.106 -0.421 0.405
H -1.711 3.111 -0.935 0.191
H -3.261 2.558 1.620 0.530
H -2.055 3.830 1.530 0.762
H -2.473 3.193 3.352 0.399
H -2.238 3.405 5.572 0.356
H -0.723 2.388 7.033 0.362
H 1.016 0.913 6.446 0.350
H 1.675 0.229 4.389 0.356
H 2.103 -0.940 2.674 0.466
H 2.891 0.630 2.738 0.615
H 2.362 -1.089 0.274 0.273
H 3.889 -0.581 0.953 0.482
H 3.658 0.843 -0.872 0.715
H 3.033 1.874 0.420 0.388
H 3.305 2.613 -1.899 0.440
H 3.530 3.453 -4.016 0.348
H 2.246 3.007 -5.918 0.365
H 0.385 1.583 -6.093 0.375
H -0.873 0.654 -4.411 0.510
H -2.047 -0.358 -2.688 0.593
H -2.441 1.301 -3.203 0.815
H -2.968 0.210 -0.401 -0.103
H -4.110 0.199 -1.707 0.329
N -1.191 -1.364 1.704 -0.333
N -1.796 -2.331 0.856 -0.358
C -1.642 -2.121 -0.529 0.199
O -2.436 -2.604 -1.303 -0.615
O -0.620 -1.369 -0.854 -0.749
H -0.437 -1.807 2.221 0.258
H -1.864 -1.022 2.384 0.267
H -2.729 -2.608 1.123 0.256
```

---

[4]
Formula: C23H29MnN2O7P3S3
Source: the Open Molecules 2025 dataset
Level of theory: wB97M-V/def2-TZVPD

The calculation puts the calculated total energy at -4899.98506 hartree. For the highest occupied orbital energy (alpha / beta), the calculation gives -0.2532 / -0.2532 Eh. The orbital gap (alpha / beta) is 6.879 / 6.677 eV. Its expectation value of S² is 8.76. Its spin multiplicity is 6.

```
68
Properties=species:S:1:pos:R:3:mulliken_charge:R:1
Mn -0.181 -0.110 -0.039 0.910
N -1.431 2.409 1.344 -0.073
P -2.124 0.831 1.079 1.697
C -2.664 0.348 2.701 0.286
C -2.123 -0.692 3.474 -0.357
C -2.750 -1.030 4.648 -0.521
C -3.894 -0.350 5.139 -0.513
C -4.379 0.719 4.425 -0.695
C -3.806 1.013 3.169 -0.478
C -3.557 1.051 0.021 0.448
C -3.505 1.943 -1.079 -0.590
C -4.589 2.006 -1.954 -0.324
C -5.740 1.237 -1.795 -0.547
C -5.757 0.354 -0.740 -0.575
C -4.675 0.216 0.157 -0.527
C -0.065 2.577 1.319 0.413
C 0.463 3.824 1.686 -0.909
C 1.839 3.978 1.656 -0.340
C 2.660 2.876 1.356 -0.687
C 2.067 1.650 1.028 -0.076
N 0.713 1.490 1.008 0.076
H -1.975 3.259 1.529 0.297
H -1.199 -1.234 3.170 0.280
H -2.350 -1.883 5.242 0.324
H -4.429 -0.668 6.023 0.399
H -5.191 1.352 4.812 0.372
H -4.287 1.772 2.577 0.368
H -2.573 2.512 -1.233 0.291
H -4.478 2.639 -2.838 0.354
H -6.518 1.205 -2.578 0.337
H -6.629 -0.258 -0.556 0.377
H -4.717 -0.581 0.881 0.471
H -0.178 4.654 1.944 0.397
H 2.341 4.914 1.944 0.373
H 3.724 2.966 1.395 0.487
H 2.710 0.775 0.953 0.125
C 5.225 -2.123 0.814 -0.621
C 3.862 -2.745 0.403 -0.910
S 2.890 -1.578 -0.608 0.050
C 3.107 -2.420 -2.227 -0.655
C 3.188 -1.327 -3.275 -0.805
S 3.218 0.270 -2.413 -0.067
C 4.997 0.697 -2.204 -0.713
C 5.901 -0.268 -1.378 -0.639
S 5.405 -0.326 0.347 -0.099
H 6.122 -2.611 0.407 0.344
H 5.357 -2.121 1.897 0.372
H 3.224 -2.929 1.287 0.323
H 4.078 -3.699 -0.087 0.423
H 2.176 -3.029 -2.312 0.363
H 4.031 -3.029 -2.136 0.462
H 2.273 -1.278 -3.909 0.294
H 4.074 -1.347 -3.944 0.456
H 5.007 1.691 -1.741 0.369
H 5.456 0.765 -3.206 0.367
H 6.923 0.105 -1.371 0.482
H 5.858 -1.314 -1.736 0.238
O -2.705 -3.351 -0.962 -0.550
P -1.336 -2.563 -1.310 0.565
O -0.500 -3.420 -2.227 -0.846
O -0.759 -2.020 0.002 -0.589
O -1.857 -1.242 -2.060 -0.107
P -0.941 -0.233 -3.026 0.596
O -0.023 -1.284 -3.841 -0.518
O -1.832 0.566 -3.872 -0.734
O -0.059 0.502 -1.978 -0.496
H -2.973 -3.913 -1.722 0.340
H -0.141 -2.192 -3.479 0.432
```